A:
A structure of composition C4H10BN, computed with ωB97M-V/def2-TZVPD.

Element x y z (Å)
N1 0.0860 -1.1414 -0.0862
C1 -2.7518 -0.0342 0.0728
C2 0.3614 1.2720 -0.1502
C3 1.5475 -0.9133 -0.0740
C4 1.6832 0.6154 0.1585
B1 -0.6988 0.0059 -0.0945
H1 -0.0887 -2.0957 -0.0088
H2 0.0706 1.9524 0.5041
H3 0.4678 1.6631 -1.1185
H4 -2.9783 -0.0942 1.1342
H5 1.9515 -1.5836 0.7338
H6 -3.0976 0.7757 -0.4794
H7 -3.0161 -1.0132 -0.4124
H8 2.5768 1.1229 -0.3422
H9 2.1785 -1.2151 -1.1050
H10 1.7080 0.6833 1.2677

**2S+1**: 1
**Total charge**: 0

=====

B:
An isolated molecule of C4H10BN, computed with ωB97M-V/def2-TZVPD.

Element x y z (Å)
N1 0.4370 -0.9834 -0.2950
C1 2.2821 0.6277 0.2987
C2 -1.7064 -0.5234 0.5255
C3 -0.5544 1.2105 -0.6925
C4 -0.8320 -0.2259 -0.6110
B1 1.7397 -0.5913 -0.3010
H1 2.9890 1.2647 -0.2527
H2 -0.7508 1.6628 -1.7078
H3 2.0044 0.8710 1.3409
H4 -1.4135 -1.3513 1.0768
H5 -1.1322 -0.7158 -1.5877
H6 -0.2076 1.7780 0.1832
H7 0.3633 -1.9295 -0.4990
H8 -2.7799 -0.5944 0.2904
H9 -1.5505 0.3301 1.2999
H10 2.5884 -1.3886 -0.5174

**2S+1**: 1
**Total charge**: 0

=====

C:
An isolated molecule of C4H10BN, computed with ωB97M-V/def2-TZVPD.

Element x y z (Å)
N1 -0.4052 -0.5356 0.2302
C1 0.9876 1.8661 0.0162
C2 -0.6731 -1.8473 -0.6712
C3 1.4669 1.0589 -1.1736
C4 -1.1995 -0.5248 1.4538
B1 0.5864 0.3635 -0.1107
H1 2.5217 1.0878 -1.2833
H2 0.8629 1.1401 -2.1216
H3 1.8144 1.9413 0.7060
H4 -0.8607 0.4674 1.9561
H5 -1.6500 -1.5390 -1.1683
H6 -2.2873 -0.5437 1.2058
H7 0.2545 -1.7788 -1.1416
H8 -1.0341 -1.2572 2.1561
H9 -0.7890 -2.6412 0.0550
H10 0.4044 2.7426 -0.1089

**2S+1**: 1
**SMILES**: CN(C)B1CC1
**Total charge**: 0

=====

Consider the structures shown above. The least stable of them is B.